Entry 1:
58
Properties=species:S:1:pos:R:3 method="wB97M-V/def2-TZVPD" de_lowest_kcal_mol=0.00 multiplicity=2 s_squared=0.7559 e_homo_ev="-8.061 / -7.759"
Cu -0.13429 -0.16464 -0.34757
C -2.26423 -2.67540 2.16409
C -2.55224 -1.35182 1.40541
C -2.44006 -0.15475 2.34503
O -1.92359 -1.23561 0.18584
H -2.14707 -3.50884 1.47092
H -3.01130 -2.85321 2.94018
H -1.32153 -2.70215 2.72858
H -3.62223 -1.55917 1.24761
H -2.89046 0.72559 1.88593
H -1.40581 0.05574 2.62676
H -2.94128 -0.38120 3.28944
N 2.95271 1.27676 -1.31230
O 1.88512 0.70231 -0.99989
O 2.94915 2.24428 -2.08723
O 4.00308 0.84163 -0.77419
C 0.29960 3.23717 2.31077
C -0.69834 2.77846 1.26984
O -0.46580 1.77810 0.61089
N -1.78631 3.53090 1.05769
C -2.70036 3.13359 -0.02174
H -0.04526 4.03464 2.96869
H 1.25843 3.52702 1.88316
H 0.51805 2.36010 2.92337
H -2.06188 4.28478 1.65904
H -3.15668 2.16957 0.19088
H -2.10682 3.03569 -0.93168
H -3.40039 3.94076 -0.22375
C -0.25699 -3.72724 -2.43248
C 0.90646 -2.96657 -1.86211
O 0.75119 -1.80428 -1.50249
N 2.12309 -3.52009 -1.85371
C 3.26801 -2.84077 -1.25608
H -0.67637 -3.28796 -3.33216
H -0.99249 -3.93950 -1.65633
H 0.03592 -4.75180 -2.69446
H 2.35943 -4.41646 -2.23655
H 3.97813 -3.63627 -1.03484
H 3.12312 -2.15622 -0.42556
H 3.67583 -2.21724 -2.05880
O 0.94200 -0.57935 1.48683
C 1.77036 -0.36964 2.36362
N 3.01161 0.05153 2.07610
C 1.38718 -0.68271 3.79034
H 3.63808 0.32461 2.81107
H 3.16778 0.36214 1.11676
H 0.92165 -1.65417 3.93528
H 0.69553 0.01925 4.26435
H 2.23924 -0.57387 4.47030
O -0.79572 0.77296 -2.26947
C -0.64122 1.44315 -3.28074
N 0.26131 2.45650 -3.35191
C -1.52636 1.28360 -4.46335
H 1.12024 2.27125 -2.83092
H 0.17044 3.31569 -3.85654
H -1.13473 1.76468 -5.35870
H -2.51266 1.72170 -4.27825
H -1.80023 0.26677 -4.74501

---

Entry 2:
88
Properties=species:S:1:pos:R:3 method="wB97M-V/def2-TZVPD" multiplicity=4 charge=+1 s_squared=3.8030 e_homo_ev="-10.385 / -10.450"
Cr -0.89194 0.70176 -1.33369
C 0.14794 -0.35148 5.13592
C 1.04467 0.84009 4.92413
C 1.95410 1.24462 5.89494
C 2.78656 2.33673 5.69972
C 2.70241 3.06408 4.52186
C 1.78807 2.69424 3.54817
C 0.97925 1.57851 3.74133
N 0.02471 1.17746 2.76319
C 0.19114 1.12961 1.41841
N 1.45352 1.14129 0.96245
C 1.89825 1.27692 -0.37712
C 1.01653 1.25515 -1.45243
C 1.54566 1.37714 -2.73966
C 2.90990 1.51516 -2.94237
C 3.76535 1.52416 -1.84969
C 3.28187 1.40933 -0.55423
C 4.22407 1.40261 0.62437
N -0.84332 1.02757 0.61758
C -2.15862 1.10071 1.20501
C -2.77443 2.33921 1.36202
C -4.05432 2.42381 1.88289
C -4.72090 1.26054 2.24968
C -4.09347 0.03185 2.11501
C -2.80388 -0.07677 1.59792
C -2.13155 -1.42071 1.47777
H 0.41742 -0.87662 6.05013
H 0.21985 -1.05400 4.30277
H -0.90157 -0.05397 5.22695
H 2.01518 0.68141 6.81886
H 3.49279 2.62338 6.46794
H 3.33036 3.93164 4.36638
H 1.68604 3.28401 2.64464
H -0.90766 0.96946 3.08686
H 2.16737 1.12575 1.67267
H 0.87984 1.33352 -3.59540
H 3.30939 1.59876 -3.94542
H 4.83454 1.62002 -2.00144
H 5.25197 1.51962 0.28709
H 4.16865 0.46159 1.18297
H 4.01525 2.21844 1.32296
H -2.23603 3.23195 1.06922
H -4.52586 3.39033 2.00882
H -5.72207 1.31365 2.65845
H -4.60680 -0.87027 2.42846
H -2.62801 -2.15246 2.11377
H -1.07826 -1.37364 1.75871
H -2.15998 -1.77921 0.44798
N -3.39971 -2.77665 -2.91161
C -3.09845 -1.74059 -3.95597
P -2.80869 -0.13412 -3.09939
O -1.46650 0.51376 -3.35807
O -3.02650 -0.42138 -1.62453
C -4.09149 1.01798 -3.68094
N -4.17601 2.05724 -2.63995
H -2.54308 -3.05787 -2.35815
H -3.82956 -3.60945 -3.30473
H -4.00053 -2.36892 -2.18964
H -3.94531 -1.64989 -4.63172
H -2.20568 -2.03826 -4.50063
H -5.03935 0.51230 -3.88897
H -3.72542 1.46956 -4.60439
H -4.88835 2.74225 -2.85685
H -2.58983 2.55476 -2.00959
H -4.41597 1.63311 -1.74698
C -0.96316 3.74768 -2.01018
O -1.70217 2.60321 -1.56843
H -1.60856 4.62432 -1.98889
H -0.57220 3.59711 -3.01695
H -0.13045 3.89057 -1.32711
C 5.20770 -4.91345 -0.83609
C 3.85738 -4.28473 -1.05178
C 3.65878 -2.92318 -0.85248
C 2.41826 -2.34165 -1.06691
C 1.36500 -3.13857 -1.48687
C 1.53596 -4.50154 -1.69814
C 2.77834 -5.06344 -1.47389
S -0.18103 -2.41183 -1.87822
O -1.24017 -3.33854 -1.44567
O -0.23376 -1.17480 -1.04583
O -0.24655 -2.15518 -3.29819
H 5.89102 -4.22672 -0.33880
H 5.65258 -5.19955 -1.79137
H 5.12594 -5.81729 -0.23145
H 4.48832 -2.30442 -0.52754
H 2.26627 -1.28048 -0.92371
H 0.70087 -5.11112 -2.01893
H 2.91816 -6.12715 -1.62707

---

Entry 3:
115
Properties=species:S:1:pos:R:3 method="wB97M-V/def2-TZVPD" de_lowest_kcal_mol=52.20 multiplicity=2 charge=+2 s_squared=0.7888 e_homo_ev="-12.189 / -12.164"
V 0.17323 -0.10990 0.60020
C 7.48912 1.79377 -0.73318
C 6.37245 2.40355 -1.28274
C 5.10672 2.00784 -0.89474
C 4.94638 0.99183 0.04896
C 6.07161 0.40576 0.62067
C 7.33481 0.80522 0.22475
C 3.58004 0.57473 0.41656
C 2.73316 1.56121 0.93275
C 3.20166 2.88269 1.26527
C 2.12888 3.58281 1.69043
C 1.00796 2.67657 1.66637
N 1.40603 1.44071 1.20678
C -0.21726 2.99677 2.23211
C -1.11871 1.95935 2.56599
C -2.26400 2.08749 3.43683
C -2.85469 0.87688 3.49400
C -2.14549 0.03109 2.56335
C -2.61751 -1.17174 2.13825
C -3.70108 -1.85571 2.84309
C -3.38311 -3.01096 3.55923
C -4.34022 -3.60967 4.35567
C -5.62619 -3.09294 4.40827
C -5.95654 -1.97027 3.66479
C -4.99561 -1.34524 2.89136
C -2.04732 -1.75283 0.86950
N -0.60983 -1.86589 0.90013
C -0.30150 -3.12047 0.65043
C 1.00073 -3.53036 0.31226
C 1.23925 -4.91129 -0.14592
C 1.10382 -6.00494 0.70307
C 1.33640 -7.28440 0.23012
C 1.67747 -7.48825 -1.09810
C 1.80300 -6.40430 -1.95361
C 1.59706 -5.12270 -1.47863
C 2.01815 -2.59275 0.22391
C 3.36251 -2.94440 -0.17054
C 4.07872 -1.80308 -0.18123
C 3.18266 -0.75246 0.24612
N 1.93083 -1.24242 0.46561
C -1.50138 -3.95343 0.54525
C -2.55963 -3.14285 0.59454
N -1.04284 0.71674 2.06791
C -0.51991 4.41569 2.46213
C -0.28410 5.31694 1.41547
C -0.54631 6.66539 1.55898
C -1.07343 7.14490 2.74927
C -1.28836 6.26915 3.80165
C -0.99972 4.92240 3.66905
H 8.47725 2.08990 -1.04710
H 6.48886 3.19418 -2.00734
H 4.23325 2.47133 -1.33347
H 5.95166 -0.33866 1.39388
H 8.20025 0.34839 0.67669
H 4.21981 3.21438 1.21810
H 2.10021 4.58495 2.07241
H -2.57867 2.98516 3.92673
H -3.72443 0.57873 4.04287
H -2.37549 -3.39910 3.52675
H -4.07660 -4.47095 4.95018
H -6.37057 -3.56469 5.02946
H -6.95723 -1.56593 3.69628
H -5.23977 -0.47435 2.30083
H 0.85191 -5.85155 1.74146
H 1.26057 -8.12182 0.90648
H 1.85157 -8.48650 -1.46735
H 2.07621 -6.55598 -2.98840
H 1.69368 -4.26880 -2.13400
H 3.69618 -3.93707 -0.39963
H 5.10959 -1.67340 -0.44869
H -1.47550 -5.02054 0.41720
H -3.60558 -3.36409 0.51061
H 0.10996 4.94648 0.48174
H -0.33225 7.34966 0.74996
H -1.29197 8.19651 2.86198
H -1.66841 6.63854 4.74180
H -1.08476 4.27826 4.52881
N 1.50143 1.23878 -1.75156
C 0.53719 1.14611 -0.98131
H 2.35594 0.71481 -1.57168
C -2.93684 3.12039 0.02289
C -2.60652 2.44741 -1.29737
P -0.85759 2.10761 -1.77481
C -1.05263 1.20444 -3.35268
C -2.07736 1.78286 -4.32227
C -0.06976 3.76936 -1.98992
C 0.48625 4.07813 -3.37710
H -3.95703 3.49919 -0.02641
H -2.28196 3.96196 0.23632
H -2.88638 2.41083 0.84339
H -2.91617 3.10589 -2.11724
H -3.14688 1.50235 -1.38459
H -1.33018 0.18953 -3.05112
H -0.05716 1.14945 -3.80027
H -3.08926 1.71480 -3.93142
H -2.04554 1.21564 -5.25038
H -1.86291 2.82225 -4.55620
H 0.75415 3.80094 -1.26818
H -0.80854 4.52376 -1.70669
H 1.05988 3.24029 -3.76304
H 1.14775 4.93979 -3.30819
H -0.30761 4.32546 -4.07718
C -0.67884 -2.98368 -5.06594
N -0.78259 -3.15564 -3.62982
C -1.38668 -4.38765 -3.16476
C -0.19430 -2.35269 -2.79729
N 0.29532 -1.61554 -2.05220
H -1.66006 -3.17077 -5.50814
H 0.03630 -3.69181 -5.49760
H -0.36328 -1.96910 -5.30598
H -2.38923 -4.48344 -3.58960
H -1.45745 -4.37789 -2.07776
H -0.79223 -5.25044 -3.48044
O -1.26221 0.03922 -0.38606
O -2.34467 -0.84186 -0.18810

---

Entry 4:
14
Properties=species:S:1:pos:R:3 method="wB97M-V/def2-TZVPD" de_lowest_kcal_mol=95.46 charge=+1 e_homo_ev="-13.071 / -12.492"
C 1.73048 -0.90395 -0.57208
C 1.07045 1.00090 0.68602
C -0.55854 -0.40736 0.03630
C -1.61068 0.57442 -0.38348
N 0.79843 -0.01995 -0.17469
O -0.79257 -1.55494 0.66286
H 1.61610 -1.89530 -0.95776
H 2.71931 -0.51512 -0.54039
H 0.52315 1.84336 0.69821
H 2.02616 1.09171 1.11744
H -1.16089 1.56675 -0.44087
H -2.50691 0.55113 0.42231
H -2.10960 0.35656 -1.42469
H -1.74490 -1.68820 0.87081

---

Entry 5:
8
Properties=species:S:1:pos:R:3 method="wB97M-V/def2-TZVPD" de_lowest_kcal_mol=105.24 e_homo_ev="-10.549 / -8.234"
C 0.35556 0.42349 2.05852
C 0.13258 -0.78195 -1.62633
N -0.38535 1.39084 2.32101
F 0.40009 -0.16025 0.84185
F 0.23772 -2.07550 -1.55676
H -0.75368 -0.39695 -1.62846
H 0.94418 -0.23411 -1.99971
H -0.93110 1.83443 1.58989

---

Entry 6:
70
Properties=species:S:1:pos:R:3 method="wB97M-V/def2-TZVPD" de_lowest_kcal_mol=8.35 multiplicity=4 charge=+1 s_squared=3.8287 e_homo_ev="-9.819 / -11.199"
O 5.04721 -0.16585 1.13873
C 4.85519 -0.17267 -0.01198
Cr 4.37846 -0.56863 -1.82551
C 3.02445 -1.37144 -0.78914
O 2.29559 -1.88506 -0.03851
C 5.18661 -2.26911 -1.48242
O 5.55368 -3.28513 -1.04769
C 5.69569 0.33100 -3.30138
C 5.02512 1.35049 -2.60824
C 3.63616 1.32260 -2.47711
C 2.87175 0.27314 -3.03727
C 1.50279 0.06829 -2.55122
C 0.43773 -0.26133 -2.03783
C -0.86707 -0.54877 -1.60946
C -1.28084 -1.94801 -1.76084
C -0.38736 -2.81986 -2.44261
C -0.69931 -4.14895 -2.68246
C -1.86997 -4.69992 -2.15373
C -2.76788 -3.85771 -1.48071
C -2.51817 -2.48889 -1.33020
C -1.73265 0.60981 -1.41826
C -1.34603 1.82749 -2.03680
C -2.23653 2.88131 -2.17888
C -3.51408 2.80720 -1.61806
C -3.85388 1.66739 -0.87660
C -2.95188 0.61650 -0.69012
C 3.55355 -0.71792 -3.79327
C 4.94360 -0.67423 -3.93194
H 6.78447 0.34806 -3.38448
H 5.58241 2.16327 -2.14513
H 3.09543 2.08550 -1.90647
H 0.55935 -2.42230 -2.80424
H -0.03004 -4.75403 -3.28835
H -2.08934 -5.76103 -2.29271
H -3.69134 -4.28659 -1.09191
H -3.26415 -1.83761 -0.87478
H -0.34686 1.89805 -2.46157
H -1.94429 3.75270 -2.75606
H -4.23156 3.62091 -1.76436
H -4.84990 1.59854 -0.43729
H -3.15652 -0.16464 0.04873
H 2.96359 -1.52925 -4.23824
H 5.44673 -1.44939 -4.51151
C -4.93917 3.74591 3.13235
C -4.28855 3.51999 1.91719
C -3.00951 2.96355 1.90253
C -2.39695 2.58138 3.08580
S -0.73056 1.90436 3.03068
C -0.70769 0.43554 2.09147
C 0.13235 -0.58820 2.61445
C -0.25111 -1.93376 2.90345
C 0.63715 -2.81569 3.51760
C 1.95324 -2.41837 3.77986
C 2.35256 -1.09501 3.52185
C 1.46898 -0.20225 2.94457
O 0.09258 2.92521 2.40833
O -0.58352 1.54612 4.42573
C -3.05706 2.77814 4.30031
C -4.31435 3.37649 4.32081
H -5.92551 4.20346 3.15635
H -4.76109 3.80841 0.98087
H -2.44669 2.84391 0.98244
H -1.49565 0.30718 1.36513
H -1.27604 -2.20564 2.65158
H 0.29675 -3.82021 3.78711
H 2.67122 -3.13588 4.16886
H 3.35792 -0.75613 3.77881
H 1.78664 0.81273 2.69610
H -2.58401 2.51740 5.23818
H -4.79184 3.56746 5.27941

---

Entry 7:
53
Properties=species:S:1:pos:R:3 method="wB97M-V/def2-TZVPD" charge=-1 e_homo_ev=-5.167
C 2.57477 2.13886 -0.05771
C 1.94255 0.76576 -0.30092
C 0.55543 0.55135 0.33564
I 0.75978 -0.75018 2.07707
Ga -0.65671 2.19808 0.76485
C -1.82056 2.43805 -0.89408
C -2.75177 1.28874 -1.34154
C -3.73155 0.71753 -0.30884
C -3.19826 -0.42007 0.54778
O -3.51634 -1.69126 -0.11076
C -2.43063 -2.40365 -0.44680
O -2.21118 -2.84093 -1.56548
H 3.61124 2.13008 -0.42266
H 1.99822 2.91176 -0.57563
H 2.57772 2.38648 1.00362
H 2.65382 0.00667 0.05661
H 1.82892 0.57626 -1.37966
H -0.02962 -0.06504 -0.36328
H -1.59083 1.78629 2.02969
H 0.15828 3.50723 1.15100
H -1.12645 2.60468 -1.73352
H -2.42114 3.35171 -0.80789
H -3.36574 1.64682 -2.18459
H -2.16494 0.45706 -1.76756
H -4.59982 0.30691 -0.84502
H -4.11792 1.50704 0.34857
H -3.63759 -0.42102 1.54907
H -2.11998 -0.34850 0.67944
H -1.76289 -2.61977 0.39984
O 3.11899 4.49406 2.01513
H 3.95979 4.91458 2.20676
H 2.95576 4.71379 1.09378
O -0.20126 -4.29771 2.70499
H 0.36071 -4.82468 2.12536
H 0.05252 -3.40121 2.44541
O 4.98343 5.01309 -0.31228
H 5.50664 4.43309 -0.87111
H 5.14363 5.89838 -0.64961
O 4.11624 0.76041 2.92280
H 4.45389 0.28913 3.68805
H 3.17323 0.54438 2.91594
O 1.30664 -3.70070 -0.03543
H 1.00700 -2.81874 0.23180
H 0.96821 -3.80516 -0.92937
O -0.11214 0.28473 -3.52761
H -0.61819 -0.11074 -2.81142
H -0.11976 -0.38090 -4.22041
O -3.09398 -2.36176 -4.32493
H -2.79062 -2.55104 -3.42535
H -4.04175 -2.50133 -4.28457
O -0.29623 -7.65909 2.64386
H -0.58289 -6.74814 2.77336
H -0.65668 -7.90140 1.78757

---

Entry 8:
15
Properties=species:S:1:pos:R:3 method="wB97M-V/def2-TZVPD" de_lowest_kcal_mol=38.60 smiles="CC(C)NC=O" e_homo_ev=-9.728
C 0.88479 0.32245 1.40632
C -0.16716 0.27058 0.25587
C -1.43388 -0.46595 0.56023
N 0.50735 -0.41248 -1.05933
C 0.67513 0.36377 -2.17447
O 0.22127 1.48269 -2.24003
H 0.86956 -0.63303 1.95575
H 1.78144 0.30753 0.88376
H 0.59704 1.14356 2.06695
H -0.27074 1.25090 0.00435
H -1.20030 -1.25374 1.38776
H -2.02001 -0.87604 -0.28090
H -2.11500 0.17871 1.11755
H 0.46970 -1.37859 -0.97458
H 1.20080 -0.30036 -2.90924

---

Entry 9:
8
Properties=species:S:1:pos:R:3 method="wB97M-V/def2-TZVPD" de_lowest_kcal_mol=55.31 e_homo_ev="-8.642 / -8.579"
C -0.53229 0.66717 -0.13422
C -1.64029 -0.23153 -0.01406
N 0.27785 1.47347 -0.20547
P 3.59646 -0.73707 -0.11087
H -2.40670 -0.02981 0.74961
H -1.42866 -1.25501 0.16404
H -2.09867 -0.27790 -0.95344
H 4.23232 0.39067 0.50440

---

Entry 10:
39
Properties=species:S:1:pos:R:3 method="wB97M-V/def2-TZVPD" de_lowest_kcal_mol=78.61 multiplicity=6 charge=+2 s_squared=9.5938 e_homo_ev="-16.574 / -16.490"
C -0.53541 -2.49237 -2.57010
C -1.37038 -1.86427 -1.44693
H -1.10394 -3.04446 -3.36006
H 0.18360 -3.27381 -2.24922
H 0.01882 -1.71752 -3.09127
O -2.35602 -2.37286 -0.98092
Cl 3.33719 -2.20122 0.27076
Dy 1.45827 -0.77703 -0.58258
P 0.27060 1.61380 -2.34132
C -1.29740 2.50496 -2.17245
C 1.35152 3.11174 -2.58618
H 0.92159 0.28852 -4.23635
H 0.31138 1.88600 -4.73054
H -0.83580 0.59586 -4.26028
C 0.14261 1.03728 -4.06855
H 2.40050 2.77778 -2.62884
H 1.05724 3.61170 -3.51821
H -1.35188 3.35550 -2.85418
H -1.37645 2.87172 -1.14873
H 1.23362 3.78230 -1.71950
H -2.12411 1.82555 -2.36425
C -1.08382 -0.13796 -0.77514
O -2.02276 0.25377 -0.11646
Cl 3.13245 1.15364 -0.74355
C 2.63668 -0.31244 3.26472
C 1.43142 -0.94255 2.60528
O 0.90982 -0.12574 1.49692
C 0.59059 1.28368 1.80022
C -0.23835 1.44397 3.06315
H 3.40824 -0.10560 2.51627
H 3.08577 -0.99262 4.00239
H 2.36537 0.62928 3.76106
H 1.71610 -1.89156 2.14942
H 0.61262 -1.12493 3.29608
H 1.52750 1.86266 1.76607
H 0.00849 1.61990 0.93503
H 0.20684 1.04024 3.96942
H -0.41296 2.50515 3.23943
H -1.21362 0.98953 2.91191

---

no.,strongest force on any atom (eV/Å),E_tot (hartree)
1,2.01,-3030.02883
2,0.58,-3753.85682
3,3.30,-3906.29496
4,4.19,-286.79036
5,5.70,-332.29012
6,4.71,-3243.97182
7,1.46,-3299.48616
8,5.22,-287.77093
9,1.83,-474.58556
10,6.78,-2766.09366